# 1
The following is a quantum chemistry calculation of a structure of composition C39H45AsNO2Si2Tc in a non-equilibrium geometry, from the Open Molecules 2025 dataset.

Structure (XYZ):
```
91
Properties=species:S:1:pos:R:3
Tc -0.92382 1.62652 0.63487
O -0.49878 1.74776 2.40736
C 0.69591 1.49734 3.11789
C 1.04848 0.03731 2.76659
C 1.60998 -0.08016 1.38791
C 2.88846 -0.56778 1.19386
C 3.40792 -0.63412 -0.08173
C 2.63635 -0.21297 -1.14248
C 1.34361 0.23695 -0.92002
C 0.46520 0.53000 -2.09731
C -0.11260 1.95079 -2.25951
O -0.80615 2.27784 -1.06696
C 0.90537 3.05791 -2.55559
C 2.15750 3.09138 -1.94528
C 3.04397 4.13090 -2.19688
C 2.68976 5.16084 -3.05397
C 1.42618 5.16403 -3.62928
C 0.54138 4.12613 -3.37533
C -1.13049 1.82455 -3.39676
C -2.48312 2.04043 -3.17290
C -3.40300 1.87445 -4.20283
C -2.97957 1.48164 -5.46162
C -1.62406 1.28153 -5.69537
C -0.70710 1.45525 -4.67157
N 0.83680 0.29292 0.33537
C 1.78711 2.45833 2.64324
C 3.13055 2.19413 2.90494
C 4.12781 3.00919 2.39031
C 3.79998 4.10729 1.60515
C 2.46757 4.39157 1.35277
C 1.47150 3.56993 1.86977
C 0.39962 1.60156 4.61495
C -0.88234 1.26509 5.04887
C -1.21808 1.33784 6.39233
C -0.27151 1.73626 7.32586
C 1.00414 2.07478 6.90100
C 1.33763 2.01645 5.55343
H 0.10828 -0.51626 2.80732
H 1.72749 -0.38280 3.50517
H 3.46638 -0.89273 2.04755
H 4.40658 -1.01874 -0.24746
H 3.01541 -0.24459 -2.15419
H -0.40165 -0.13287 -2.02676
H 1.00829 0.28072 -3.00497
H 2.46638 2.31134 -1.26607
H 4.01327 4.13614 -1.71248
H 3.39110 5.95618 -3.27217
H 1.12344 5.97756 -4.27590
H -0.44209 4.14514 -3.82778
H -2.82130 2.35278 -2.19591
H -4.45507 2.05023 -4.01407
H -3.69396 1.33953 -6.26191
H -1.27952 0.98284 -6.67712
H 0.35080 1.32756 -4.87705
H 3.41005 1.34106 3.51400
H 5.16575 2.77752 2.59484
H 4.57983 4.74242 1.20300
H 2.19771 5.24597 0.74626
H 0.43645 3.83476 1.68913
H -1.62646 0.95111 4.32763
H -2.22405 1.09314 6.70987
H -0.52399 1.78151 8.37771
H 1.75001 2.39144 7.61914
H 2.32968 2.31716 5.24921
C -6.01176 0.09663 -0.54263
Si -4.92806 0.87974 0.74460
C -4.87716 2.74318 0.64571
C -5.33194 0.30275 2.47552
As -2.70287 0.11677 0.37837
Si -2.44927 -2.07520 1.21726
C -3.96466 -2.98866 0.61886
C -2.27274 -2.20627 3.07056
C -0.95524 -2.78450 0.33904
H -7.03690 0.46804 -0.45710
H -6.03133 -0.98863 -0.42109
H -5.65140 0.31614 -1.55041
H -4.47719 3.15625 1.57587
H -5.87160 3.16832 0.49010
H -4.23718 3.07806 -0.17614
H -6.25763 0.74567 2.85522
H -4.51857 0.58644 3.14790
H -5.43671 -0.78432 2.51774
H -4.87504 -2.66088 1.12536
H -3.85304 -4.06326 0.78747
H -4.09161 -2.82437 -0.45342
H -3.24880 -2.15858 3.56052
H -1.65429 -1.41250 3.49439
H -1.81424 -3.16545 3.32968
H -1.23951 -3.09739 -0.66873
H -0.56626 -3.66069 0.86626
H -0.14588 -2.05875 0.24883
```

Values from the calculation:
2S+1: 2
E_HOMO (spin up / spin down) in eV: -10.446 / -10.481
Total charge: +1
Energy above the lowest of the compared OMol25 structures with the same formula, charge and spin in kcal/mol: 9.3
LUMO (spin up / spin down) in eV: -3.76 / -3.39
HOMO-LUMO gap (spin up / spin down) in eV: 6.6831 / 7.0955

# 2
The following is a quantum chemistry calculation of a structure of composition C39H45Cl2CrN10O3Se in a non-equilibrium geometry, from the Open Molecules 2025 dataset.

Structure (XYZ):
```
101
Properties=species:S:1:pos:R:3
Cr -1.78981 0.71124 1.33212
C -0.25806 -4.92564 -4.32874
C 0.02108 -3.44201 -4.61091
C -0.55122 -3.10421 -5.98803
C 1.54147 -3.22631 -4.66213
C -0.58400 -2.57546 -3.50540
C -0.17729 -2.74028 -2.18857
C -0.67448 -1.95081 -1.16461
Se -0.12198 -2.33466 0.62402
C 1.42435 -1.20706 0.74207
C 2.64923 -1.77160 0.40957
C 3.82977 -1.04653 0.48646
C 3.71496 0.24919 0.98017
C 2.52381 0.85149 1.36759
C 1.30063 0.14010 1.16168
O 0.15031 0.71712 1.33811
C 2.64140 2.27719 1.95216
C 1.37395 2.80166 2.62343
C 3.73880 2.30496 3.03311
C 3.00466 3.25897 0.82791
C 5.19456 -1.59979 0.07493
C 6.15067 -1.60321 1.27671
C 5.79583 -0.72577 -1.03461
C 5.08971 -3.03064 -0.45408
C -1.61003 -0.91130 -1.39591
O -2.04575 -0.12770 -0.45610
C -2.08786 -0.78113 -2.73979
C -1.55070 -1.59827 -3.73165
C -3.15088 0.26899 -3.10323
C -4.41295 0.09164 -2.24255
C -3.60545 0.16871 -4.56202
C -2.55750 1.66865 -2.90753
H 0.17878 -5.55873 -5.11019
H 0.16304 -5.23025 -3.36858
H -1.33490 -5.10908 -4.29302
H -0.07644 -3.73507 -6.74622
H -1.62961 -3.27972 -6.02754
H -0.36649 -2.05971 -6.25195
H 1.99816 -3.85276 -5.43761
H 1.76929 -2.17984 -4.87934
H 2.00536 -3.47232 -3.70470
H 0.55121 -3.50091 -1.92348
H 2.64305 -2.80003 0.07211
H 4.62391 0.83635 1.07063
H 1.03107 2.12653 3.41184
H 1.60247 3.77550 3.07561
H 0.57413 2.92578 1.90243
H 3.49827 1.59867 3.83261
H 4.72613 2.04918 2.64514
H 3.80081 3.30832 3.46790
H 2.20790 3.27677 0.07991
H 3.11942 4.27246 1.23090
H 3.93883 2.97743 0.33338
H 6.30048 -0.59315 1.66526
H 5.74023 -2.21331 2.08527
H 7.12935 -2.00912 0.99460
H 5.92328 0.30655 -0.70105
H 6.77592 -1.10944 -1.34234
H 5.13646 -0.71432 -1.90586
H 4.69791 -3.71072 0.30626
H 4.43370 -3.08364 -1.32634
H 6.08143 -3.38676 -0.74973
H -1.91219 -1.46448 -4.74115
H -4.86704 -0.88558 -2.43513
H -4.18370 0.15478 -1.18402
H -5.14864 0.86554 -2.49046
H -4.03287 -0.81230 -4.79122
H -4.37854 0.92330 -4.73528
H -2.78919 0.36612 -5.26306
H -2.16003 1.77637 -1.90316
H -1.73687 1.83289 -3.61268
H -3.31576 2.44135 -3.07411
N -4.22106 2.98565 0.41452
C -4.63321 1.82104 1.02524
N -5.89654 1.54630 1.26599
N -5.85145 0.34435 1.89557
N -4.63960 -0.06470 2.01712
N -3.81609 0.86946 1.46021
C -2.91349 3.30668 0.14535
N -2.55359 4.45411 -0.39502
N -1.20286 4.36761 -0.47729
N -0.78717 3.24060 -0.01837
N -1.86976 2.52578 0.40296
H -4.93004 3.61167 0.08076
Cl -2.21462 -3.01155 4.70386
C -2.16303 -1.29969 4.98963
C -2.27951 -0.81895 6.30010
C -2.23355 0.51717 6.58064
Cl -2.38656 1.06263 8.24400
C -2.06607 1.46029 5.54166
C -1.99830 2.86059 5.69490
C -1.83056 3.65008 4.59676
C -1.73016 3.06468 3.32073
N -1.78557 1.76846 3.15079
C -1.95135 0.96137 4.23033
C -1.99852 -0.44345 3.90062
O -1.87058 -0.80304 2.68777
H -2.40893 -1.52879 7.10634
H -2.08719 3.29179 6.68345
H -1.77577 4.72679 4.68309
H -1.59041 3.67292 2.43843
```

Values from the calculation:
2S+1: 4
E_HOMO (spin up / spin down) in eV: -2.479 / -2.502
Total charge: -2
Energy above the lowest of the compared OMol25 structures with the same formula, charge and spin in kcal/mol: 0.0
LUMO (spin up / spin down) in eV: 3.91 / 3.91
HOMO-LUMO gap (spin up / spin down) in eV: 6.3871 / 6.4103